Entry from the Open Molecules 2025 dataset: C13H42MnO13 as an isolated structure at a distorted geometry (wB97M-V/def2-TZVPD).

Each line ends with the Mulliken spin population.
Geometry (Å):
C (-0.039, -0.268, -4.632)  0.000
H (-0.711, 1.699, 3.001)  0.002
C (2.173, -3.585, -1.263)  -0.001
H (6.594, 0.314, 0.719)  0.001
C (-3.299, 2.252, -2.535)  0.000
H (1.009, 0.015, -4.726)  0.000
H (3.201, 1.401, -2.651)  0.000
H (-3.378, -2.726, -2.568)  0.000
O (-3.743, 0.882, -2.295)  0.000
H (-2.868, -0.374, 4.343)  0.000
H (-3.619, 0.401, -3.116)  0.000
H (3.019, -0.157, -3.508)  0.000
C (4.659, 0.732, 1.494)  -0.017
H (-1.631, 6.611, 0.547)  0.000
O (-2.475, -4.368, 2.534)  0.000
O (4.734, 0.057, 2.545)  0.016
H (-1.173, -4.494, 0.879)  0.000
H (-1.509, -0.316, 0.033)  0.001
H (-0.211, 4.755, 0.903)  0.000
O (-1.309, 2.327, 3.414)  0.000
H (-1.777, 4.577, 1.603)  0.000
H (-1.445, 3.848, -0.030)  0.000
O (0.970, -2.822, -1.005)  -0.007
O (4.074, -0.219, -1.778)  0.000
C (3.010, 0.334, -2.536)  0.000
O (-1.449, -3.335, -2.451)  0.000
H (-1.714, -0.211, 3.077)  0.000
C (-1.369, -3.894, 1.768)  0.000
H (-2.641, -2.487, -1.014)  0.000
C (-2.432, -2.486, -2.084)  0.000
H (0.086, 2.459, 4.908)  0.000
H (-0.377, -0.221, -3.597)  0.000
H (-3.268, -4.053, 2.094)  0.000
H (2.989, -3.062, -1.762)  0.000
H (-0.501, -1.801, 4.295)  0.001
C (-0.874, 0.570, 0.033)  0.007
O (-1.246, -1.419, 4.765)  0.002
H (-1.437, 3.159, 5.332)  0.000
O (-1.708, 5.848, -0.031)  0.000
C (-2.144, -0.943, 3.760)  -0.002
O (-0.896, 0.519, -5.420)  0.000
H (-2.226, 2.218, -2.723)  0.000
H (2.108, -0.020, -2.037)  0.000
C (0.335, 0.245, 0.886)  -0.015
H (-0.498, 0.853, -0.950)  0.003
H (-0.653, 0.461, -6.347)  0.000
O (0.436, 0.836, 2.007)  0.056
O (3.545, 1.058, 1.022)  0.054
C (-0.989, 2.333, 4.780)  -0.001
H (-0.463, -3.768, 2.360)  -0.001
H (6.433, 1.957, 1.295)  0.001
H (-2.105, -1.470, -2.304)  0.000
H (1.159, -2.096, -0.405)  0.004
O (1.211, -0.596, 0.603)  -0.027
H (4.004, 0.158, -0.897)  0.002
H (5.759, 1.478, -0.291)  0.001
H (1.925, -4.513, -1.779)  0.000
H (-2.556, -1.747, 3.150)  0.001
C (5.920, 1.170, 0.742)  -0.001
H (-3.777, 2.845, -3.314)  0.000
C (-1.268, 4.685, 0.645)  0.000
H (-0.706, -3.092, -1.895)  0.000
H (-3.430, 2.925, -1.688)  0.000
H (-0.117, -1.283, -5.021)  0.000
Mn (2.348, -0.211, 2.390)  4.922
H (2.600, -3.868, -0.301)  0.000
H (-1.601, -2.909, 1.365)  0.000
H (-1.441, 1.435, 0.377)  -0.002
H (-1.225, 1.398, 5.287)  0.000

The expectation value of S² is 8.754. The net charge is 0. Its spin multiplicity is 6. For the HOMO-LUMO gap (alpha / beta), the calculation gives 8.1 / 7.7 eV. For the relative energy (zero: lowest compared OMol25 entry of this formula, charge and spin), the calculation gives 212.64 kJ/mol.


Entry from the Open Molecules 2025 dataset: a 7-piece molecular cluster, C13H42N12O7 overall at a distorted geometry (wB97M-V/def2-TZVPD).

Each line ends with the Löwdin charge.
Geometry (Å):
H (-6.801, 1.141, -1.065)  0.129
H (-2.444, 3.580, 2.898)  0.114
C (-5.851, -0.372, -0.305)  -0.830
H (-1.363, -0.318, 0.378)  0.064
H (3.957, -2.545, -0.326)  0.104
C (-0.719, 0.161, 4.671)  -0.175
C (-0.448, 2.412, -4.248)  -0.069
H (-5.311, 1.589, -0.392)  0.113
C (3.785, -2.912, 1.629)  -0.792
N (-4.723, -0.735, 0.178)  0.183
N (1.253, -1.058, -4.685)  0.047
H (1.008, -1.228, -7.499)  0.073
N (2.777, 1.723, -0.312)  0.165
C (3.798, 1.214, -0.873)  -0.816
H (-0.092, 3.303, -4.766)  0.083
C (-0.065, -1.141, -0.975)  -0.798
H (1.172, 1.880, -6.377)  0.131
C (0.693, 1.059, -5.843)  -0.233
C (-2.840, 1.931, 1.843)  -0.721
H (-4.579, -1.717, 0.363)  0.133
O (-6.704, -1.223, -0.594)  0.002
H (0.264, -0.884, 0.868)  0.069
H (2.098, -1.565, -4.462)  0.070
H (1.078, -0.446, -3.901)  0.027
H (-4.550, 0.896, 2.569)  0.109
H (5.574, -2.991, 2.502)  0.112
H (2.674, -1.573, -7.051)  0.064
H (0.981, -1.680, 6.089)  0.081
N (3.346, -2.758, 0.450)  0.165
H (-2.033, 1.261, 6.704)  0.087
N (3.654, 0.009, -1.172)  0.200
H (-0.454, 2.602, -3.175)  0.085
H (-0.319, 1.083, 5.093)  0.123
C (0.310, -0.905, 4.230)  -0.359
O (2.982, -3.188, 2.489)  0.029
H (-0.461, -1.310, -2.795)  0.100
H (2.969, 2.702, -0.157)  0.122
H (-3.373, -0.049, 6.664)  0.094
H (2.040, -0.270, 5.367)  0.079
H (-0.107, -1.895, 4.042)  0.140
H (1.375, 0.339, 2.925)  0.070
N (-2.234, 3.080, 2.046)  0.182
O (0.978, -1.727, -1.195)  -0.003
H (2.341, -0.076, -7.866)  0.069
H (1.858, 1.336, -0.470)  0.107
H (4.522, -0.291, -1.592)  0.130
H (-1.370, 2.090, -4.731)  0.088
N (5.102, -2.694, 1.660)  0.164
H (-1.645, -0.280, -1.841)  0.118
H (1.635, -1.156, 2.655)  0.043
H (2.159, -1.915, 4.953)  0.064
N (-3.947, 1.703, 2.636)  0.167
H (-2.953, 0.876, 5.242)  0.054
H (-4.037, -0.043, 0.444)  0.055
N (-6.002, 0.863, -0.513)  0.179
H (2.483, 0.433, -5.293)  0.131
H (-0.226, 0.818, -6.376)  0.130
H (5.614, -2.351, 0.860)  0.105
C (1.426, -1.162, 5.240)  -0.068
O (-1.644, -0.456, 5.589)  -0.204
C (1.641, -0.091, -5.746)  -0.415
N (-0.430, -0.648, 0.173)  0.194
H (-1.801, 3.485, 1.228)  0.127
C (1.933, -0.779, -7.139)  -0.038
O (0.497, 1.358, -4.485)  -0.235
C (-2.550, 0.465, 6.168)  -0.102
H (2.795, -0.521, -1.143)  0.081
N (0.867, -0.532, 2.858)  0.035
H (-4.084, 2.408, 3.346)  0.094
H (-1.309, 0.447, 3.800)  0.099
N (-0.860, -0.904, -1.961)  0.190
H (2.353, -2.918, 0.363)  0.107
O (4.798, 1.991, -0.994)  -0.038
O (-2.459, 1.070, 1.105)  0.014

The net charge is 0. For the HOMO-LUMO gap, the calculation gives 9.0 eV. For the relative energy (zero: lowest compared OMol25 entry of this formula, charge and spin), the calculation gives 428.11 kJ/mol.


Entry from the Open Molecules 2025 dataset: a 3-piece molecular cluster, C13H42N7O4P2S overall at a distorted geometry (wB97M-V/def2-TZVPD).

Each line ends with the Löwdin charge.
Geometry (Å):
C (2.275, 0.486, -3.891)  -0.149
H (0.906, 0.304, -0.058)  0.080
C (-2.940, -0.815, 6.836)  -0.179
N (-1.121, 2.874, -4.047)  -0.345
O (-5.800, -1.097, 7.115)  -0.369
N (-1.835, -1.818, 6.506)  0.140
H (1.476, -4.125, 2.881)  0.053
N (0.752, 2.793, -5.603)  -0.307
H (-1.915, 4.131, -2.526)  0.086
H (1.229, -0.884, -1.315)  0.078
C (2.219, 2.737, -3.142)  -0.134
C (-1.110, -3.077, 2.109)  -0.136
P (0.901, -1.062, 2.298)  0.768
H (-2.167, -2.368, 5.675)  0.160
H (0.675, 1.322, -7.117)  0.075
C (0.658, 4.250, -5.527)  -0.129
H (1.063, -3.818, 0.731)  0.060
C (-2.534, 2.499, -4.248)  -0.142
H (1.122, 2.920, -7.699)  0.083
H (-0.212, 4.256, -2.738)  0.051
C (1.489, -2.967, 0.199)  -0.118
H (-2.658, -1.134, 2.763)  0.064
H (-0.570, 2.576, -7.252)  0.079
H (-1.920, -0.623, 1.224)  0.086
C (1.417, -0.641, -0.263)  -0.143
H (-2.765, 0.121, 6.156)  0.169
C (1.951, -3.344, 3.472)  -0.133
N (2.179, -2.147, 2.669)  -0.343
H (2.903, 2.418, -2.345)  0.084
H (-2.909, 1.874, -3.430)  0.076
H (2.829, 3.159, -3.944)  0.080
H (-1.644, -2.506, 7.267)  0.183
H (2.848, 0.664, -4.806)  0.077
S (-4.566, -1.728, 6.418)  0.811
H (1.634, 3.534, -2.690)  0.051
O (0.885, -0.513, 3.745)  -0.332
P (-0.030, 1.630, -4.505)  0.767
N (-0.640, -1.754, 2.478)  -0.353
O (-4.724, -1.751, 4.873)  -0.386
C (-1.730, -0.794, 2.289)  -0.140
H (-1.280, -3.176, 1.033)  0.086
H (-0.349, 4.623, -5.742)  0.088
H (0.979, 4.639, -4.560)  0.059
C (-1.024, 3.530, -2.748)  -0.130
H (1.249, -3.146, -0.857)  0.102
H (-1.487, 0.171, 2.745)  0.067
H (2.580, -3.000, 0.293)  0.091
N (0.920, -1.693, 0.633)  -0.293
H (-3.021, -0.564, 7.983)  0.156
N (1.402, 1.623, -3.591)  -0.340
H (-0.438, -3.869, 2.431)  0.050
H (1.690, -0.429, -4.033)  0.069
H (3.550, -0.523, 2.692)  0.077
H (3.252, -1.243, 4.283)  0.075
C (3.367, -1.466, 3.217)  -0.136
H (-2.658, 1.942, -5.183)  0.073
H (1.344, -3.138, 4.360)  0.070
O (-0.710, 0.618, -3.551)  -0.295
C (0.478, 2.389, -6.988)  -0.155
H (4.265, -2.083, 3.090)  0.085
H (-2.058, -3.305, 2.612)  0.079
H (-0.883, 2.815, -1.930)  0.083
H (2.972, 0.282, -3.071)  0.073
H (-3.169, 3.390, -4.319)  0.082
H (2.494, -0.482, -0.123)  0.082
H (1.338, 4.709, -6.256)  0.096
H (-4.386, -3.038, 6.964)  0.113
H (-0.931, -1.358, 6.258)  0.184
H (2.893, -3.800, 3.802)  0.090

The net charge is +1. For the HOMO-LUMO gap, the calculation gives 5.3 eV.